Record 1
59
Properties=species:S:1:pos:R:3:forces:R:3:lowdin_charge:R:1 method="wB97M-V/def2-TZVPD" e_above_lowest_kcal_mol=16.83 orbital_gap_ev="6.20 / 6.10" multiplicity=3 total_charge=+1
Ti 0.052191 0.607221 0.196821 -0.895 1.014 -0.132 0.8609
O 3.716861 -4.374188 3.231929 -0.041 0.237 -0.134 -0.0140
C 2.888786 -4.583648 2.330825 0.247 -0.789 0.474 -0.6922
O 2.547408 -5.630304 1.753246 -0.063 0.215 -0.169 -0.0191
C 2.126141 -3.340038 1.874076 -0.302 0.632 -0.268 -0.0597
C 1.119194 -3.441381 0.914874 0.115 -0.251 0.029 0.0802
C 0.484404 -2.299016 0.480338 -0.039 0.224 0.025 -0.1906
N 0.863254 -1.090910 0.943395 -0.047 -0.287 0.515 -0.0162
C 1.692923 -0.985470 2.004217 -0.239 0.174 -0.188 -0.1772
C 2.362261 -2.098662 2.464724 0.219 -0.220 0.181 0.0841
C 1.636008 0.356799 2.643397 -0.002 -0.237 0.004 -0.1828
C 2.491841 0.754071 3.660797 0.034 -0.163 -0.050 0.0202
C 2.320188 1.995043 4.239366 0.058 0.076 0.124 -0.0272
C 1.296864 2.820958 3.795378 -0.044 -0.039 -0.049 -0.0358
C 0.486036 2.364671 2.778464 -0.090 -0.102 -0.061 -0.1095
N 0.632249 1.159248 2.212468 0.381 -0.126 0.016 0.0005
C -0.740509 -2.218288 -0.346336 0.296 -0.345 0.134 -0.1934
C -1.315841 -3.332066 -0.955446 0.065 0.036 0.118 0.0131
C -2.520380 -3.192178 -1.604684 -0.087 0.005 -0.059 -0.0295
C -3.124066 -1.935798 -1.654976 0.025 -0.058 -0.012 -0.0436
C -2.482973 -0.877831 -1.059789 0.158 0.152 0.161 -0.1208
N -1.314757 -1.000454 -0.398308 -0.023 -0.163 -0.325 0.0208
H 0.876336 -4.443776 0.585688 -0.019 -0.018 -0.040 0.1250
H 3.054135 -2.095237 3.297923 0.017 0.047 0.016 0.1273
H 3.277671 0.087900 3.987726 0.017 0.018 0.005 0.1258
H 2.979102 2.316704 5.034586 0.003 0.007 -0.002 0.1210
H 1.127677 3.798613 4.220915 0.022 0.015 0.027 0.1134
H -0.320147 2.971624 2.383879 0.038 0.016 0.014 0.1039
H -0.818169 -4.288733 -0.887545 -0.016 -0.022 -0.022 0.1261
H -2.990253 -4.049389 -2.067470 -0.024 0.004 -0.009 0.1210
H -4.070585 -1.779466 -2.150533 -0.024 -0.029 -0.019 0.1132
H -2.896117 0.123671 -1.088669 -0.007 -0.038 -0.029 0.1014
C 3.635898 1.497424 -2.254303 0.150 0.286 -0.093 -0.2104
S 2.695207 0.544416 -1.101104 -0.754 0.373 0.593 1.0273
O 1.841361 1.590027 -0.318417 0.873 -0.769 -0.511 -0.5804
C 1.467467 -0.140308 -2.199242 0.377 0.066 -0.147 -0.4344
C 1.597997 -1.459004 -2.614932 -0.150 -0.031 0.006 -0.0649
C 0.689173 -1.951747 -3.539229 0.038 0.024 0.116 -0.0425
C -0.318452 -1.129448 -4.031982 -0.043 -0.025 -0.041 -0.0481
C -0.427521 0.189023 -3.614687 -0.015 0.030 0.160 -0.0525
C 0.470055 0.701715 -2.685555 -0.001 0.008 -0.183 -0.1130
H 2.975989 2.121165 -2.852996 0.008 0.023 0.009 0.0723
H 4.190050 0.796930 -2.878161 0.014 -0.004 -0.021 0.0778
H 4.327249 2.103034 -1.669039 0.018 -0.004 -0.047 0.0720
H 2.379691 -2.089450 -2.209176 0.021 -0.005 -0.009 0.1288
H 0.767701 -2.978938 -3.867240 -0.016 -0.013 -0.033 0.1229
H -1.021116 -1.519703 -4.756051 0.002 -0.010 -0.008 0.1183
H -1.204375 0.828697 -4.011914 -0.014 -0.024 -0.028 0.1201
H 0.429457 1.746316 -2.389915 0.009 -0.084 -0.006 0.1111
N -5.045596 4.906997 0.120094 0.015 -0.018 -0.031 0.1951
C -4.155936 3.932915 0.314959 -0.035 0.181 0.037 -0.4773
N -4.400795 2.996558 1.245931 -0.010 0.028 -0.073 0.1994
N -3.058395 3.961830 -0.437210 -0.012 -0.394 0.234 0.1339
C -2.193727 3.013184 -0.242035 0.134 0.120 -0.131 -0.2932
N -1.383749 2.187299 -0.111708 -0.320 0.235 -0.075 0.1088
H -5.919217 4.960784 0.611299 0.013 -0.022 0.030 0.1237
H -4.835341 5.598761 -0.579024 -0.017 -0.001 -0.001 0.1283
H -5.216254 3.019353 1.832501 -0.021 0.049 -0.031 0.1248
H -3.724553 2.272476 1.417861 0.007 -0.007 0.011 0.1058

---

Record 2
21
Properties=species:S:1:pos:R:3:forces:R:3:lowdin_charge:R:1 method="wB97M-V/def2-TZVPD" e_above_lowest_kcal_mol=99.14 orbital_gap_ev=11.06
C -3.085601 -1.473381 0.332776 1.358 0.560 0.372 0.1276
C -2.259832 -0.616472 0.120541 -0.088 1.282 0.153 -0.0304
C -1.270154 0.500774 -0.038940 1.886 -2.400 -0.271 -0.3711
C 0.234635 -0.075701 0.110758 0.482 2.236 1.336 -0.5190
C 0.850058 -0.771654 -1.068663 -3.631 -0.676 -1.146 -0.0338
C 0.299370 -0.904078 1.383428 -0.201 -1.713 -1.989 -0.0496
C 1.110625 1.135410 0.378638 -2.393 -1.145 4.897 -0.0487
C -1.620914 1.660625 -0.830956 -3.771 -0.109 -0.283 -0.0837
O -1.485062 1.775796 0.570644 -0.430 -0.741 0.422 -0.0133
H -3.447162 -2.299706 0.885695 -0.676 -0.351 -0.276 0.0302
H 1.620004 -1.406041 -0.779614 1.652 -0.907 0.586 0.0623
H 1.141777 -0.137236 -1.907622 -0.095 0.072 0.211 0.0936
H 0.018240 -1.451380 -1.388701 0.814 0.157 -0.500 0.1022
H 1.266315 -1.232937 1.693295 1.178 0.027 -0.369 0.0825
H -0.057080 -0.407306 2.218971 -1.325 0.999 1.494 0.0719
H -0.230394 -1.821049 1.155172 -0.483 -0.332 0.597 0.0820
H 2.072454 0.818418 0.668824 1.368 -0.157 -0.166 0.0815
H 0.625649 1.628699 1.300833 1.145 -0.234 -1.460 0.1257
H 1.016165 1.717391 -0.420969 0.413 2.953 -3.145 0.0311
H -1.054696 2.312058 -1.452273 0.877 0.047 -0.352 0.1108
H -2.750667 1.606719 -1.086209 1.921 0.430 -0.112 0.1482

---

Record 3
7
Properties=species:S:1:pos:R:3:forces:R:3:lowdin_charge:R:1 method="wB97M-V/def2-TZVPD" e_above_lowest_kcal_mol=34.97 orbital_gap_ev=9.05
H 0.033346 3.038058 -2.061876 -0.169 0.085 0.162 -0.0589
N 0.333888 2.252617 -1.491639 0.431 -0.020 -0.853 -0.4199
P -0.255659 2.166986 -0.062073 -0.203 0.001 0.484 0.6636
H 0.437593 0.980649 0.322717 -0.062 -0.083 0.217 -0.1743
S 0.184286 -2.604865 1.539009 0.258 0.156 0.338 0.4616
H -0.803218 -3.492028 1.510091 -0.224 -0.192 -0.020 -0.2354
H 0.069763 -2.341416 0.243771 -0.032 0.053 -0.329 -0.2368